Entry from OMol25: a structure of composition C28H15F4N4O5PRuSe2 at a distorted geometry (ωB97M-V/def2-TZVPD).

The geometry in ORCA input format:
```
! wB97M-V def2-TZVPD RIJCOSX def2/J DEFGRID3
* xyz 2 1
Ru 2.1471 1.0516 1.0636
O 2.9128 3.3317 4.4288
C 2.5277 2.4880 3.5255
O 2.4831 2.7478 2.3225
C 2.0631 1.1624 4.0808
O 2.0956 0.1383 3.0819
C 3.2827 -0.7024 3.1491
C 4.4376 -0.0232 2.4216
O 5.5722 -0.1650 2.7583
O 4.0388 0.6967 1.3723
H 3.1643 4.1913 4.0447
H 1.0237 1.2918 4.3917
H 2.6532 0.8840 4.9526
H 3.0234 -1.6286 2.6370
H 3.5400 -0.9168 4.1832
Se 2.0418 -0.9476 -0.3074
P 1.8106 0.4523 -2.0126
Se 2.4770 2.2952 -0.9897
C 0.0810 0.4870 -2.4771
C -0.5091 -0.7244 -2.8398
C -1.8268 -0.7331 -3.2628
C -2.5442 0.4568 -3.3310
C -1.9531 1.6594 -2.9726
C -0.6361 1.6795 -2.5338
C 2.8421 0.0782 -3.4106
C 3.0791 -1.2506 -3.7606
C 3.8191 -1.5237 -4.8978
C 4.3201 -0.4808 -5.6679
C 4.0881 0.8406 -5.3104
C 3.3481 1.1302 -4.1762
H 0.0517 -1.6511 -2.8055
H -2.2877 -1.6648 -3.5617
H -3.5676 0.4473 -3.6827
H -2.5105 2.5818 -3.0422
H -0.1675 2.6215 -2.2706
H 2.7092 -2.0646 -3.1481
H 4.0131 -2.5492 -5.1799
H 4.9061 -0.7011 -6.5498
H 4.4882 1.6456 -5.9112
H 3.1707 2.1628 -3.8998
F -1.0991 -1.0629 1.9023
C -2.4330 -1.0041 1.9483
C -3.1121 -2.0968 2.3353
F -2.4353 -3.1801 2.6452
C -4.5636 -2.1153 2.4145
C -5.2047 -0.8620 2.0501
C -4.5085 0.2259 1.6671
F -5.1666 1.3302 1.3569
C -3.0719 0.2309 1.5768
C -2.3718 1.3401 1.1514
C -0.9592 1.3635 1.0353
N 0.1889 1.3864 0.9577
C -2.9732 2.5871 0.7790
N -3.3517 3.6293 0.4806
F -6.5123 -0.7835 2.1009
C -5.2647 -3.2184 2.7959
C -4.6411 -4.4526 3.1761
N -4.1950 -5.4658 3.4807
C -6.6957 -3.2669 2.8497
N -7.8380 -3.3797 2.8845
*
```

* energy relative to the best compared isomer or geometry (same formula, charge and spin): 4.55 kcal per mole
* F_max: 1.687 eV Å⁻¹
* DFT total energy: -198891.5290 eV

Want to see where the charge sits? The natural (NBO) charges in e are: atom 1 (Ru): 0.740, atom 2 (O): -0.586, atom 3 (C): 0.819, atom 4 (O): -0.592, atom 5 (C): -0.191, atom 6 (O): -0.512, atom 7 (C): -0.194, atom 8 (C): 0.719, atom 9 (O): -0.482, atom 10 (O): -0.606, atom 11 (H): 0.537, atom 12 (H): 0.257, atom 13 (H): 0.257, atom 14 (H): 0.238, atom 15 (H): 0.242, atom 16 (Se): 0.118, atom 17 (P): 1.066, atom 18 (Se): 0.149, atom 19 (C): -0.384, atom 20 (C): -0.213, atom 21 (C): -0.181, atom 22 (C): -0.162, atom 23 (C): -0.195, atom 24 (C): -0.214, atom 25 (C): -0.384, atom 26 (C): -0.202, atom 27 (C): -0.184, atom 28 (C): -0.142, atom 29 (C): -0.182, atom 30 (C): -0.195, atom 31 (H): 0.227, atom 32 (H): 0.241, atom 33 (H): 0.243, atom 34 (H): 0.248, atom 35 (H): 0.235, atom 36 (H): 0.221, atom 37 (H): 0.244, atom 38 (H): 0.245, atom 39 (H): 0.245, atom 40 (H): 0.226, atom 41 (F): -0.302, atom 42 (C): 0.335, atom 43 (C): 0.400, atom 44 (F): -0.251, atom 45 (C): -0.116, atom 46 (C): 0.401, atom 47 (C): 0.348, atom 48 (F): -0.263, atom 49 (C): 0.006, atom 50 (C): -0.326, atom 51 (C): 0.548, atom 52 (N): -0.413, atom 53 (C): 0.243, atom 54 (N): -0.195, atom 55 (F): -0.242, atom 56 (C): -0.054, atom 57 (C): 0.208, atom 58 (N): -0.129, atom 59 (C): 0.202, atom 60 (N): -0.113